[1]
Density functional theory data (ωB97M-V with the def2-TZVPD basis set) for C2H10F3N2O3SSn as an isolated structure.

Geometry as XYZ:
```
22
Properties=species:S:1:pos:R:3
C -2.181 0.250 -1.495
Sn -0.516 0.906 -0.390
N 1.461 0.146 1.110
N 0.615 -0.875 -1.514
H 1.261 -0.737 1.614
H -1.166 2.675 -0.532
H -3.016 0.771 -1.069
H -2.134 -0.799 -1.348
H -1.898 0.718 -2.411
H 0.726 -1.730 -0.957
H 1.525 -0.606 -1.879
H 0.016 -1.105 -2.314
H 2.338 0.027 0.641
H 1.592 0.833 1.860
F -1.654 -0.912 4.373
C -0.901 -0.807 3.266
F -0.151 0.337 3.334
F -0.051 -1.881 3.168
S -1.984 -0.707 1.701
O -3.084 -1.648 1.929
O -2.258 0.744 1.536
O -0.991 -1.193 0.668
```

Its energy above the lowest of the compared OMol25 structures with the same formula, charge and spin is 0.027 eV. Its energy is -36176.2417 eV. As for the charge: -1. The calculation puts the gap between HOMO and LUMO at 4.5 eV.

These are the natural (NBO) partial charges, in e, on atoms 1 to 2: -1.209, 0.934



[2]
Density functional theory data (ωB97M-V with the def2-TZVPD basis set) for C2H10INO3P2S as an isolated structure.

Geometry as XYZ:
```
20
Properties=species:S:1:pos:R:3
C -1.393 -0.073 2.047
P -0.080 -0.510 0.841
C -0.284 -2.168 0.257
N -0.414 0.670 -0.694
O -0.869 0.003 -1.870
P 1.151 1.592 -1.216
O 0.787 3.051 -0.709
O 2.206 1.042 -0.208
S 1.535 1.391 -3.045
H -1.956 0.815 1.748
H -2.110 -0.878 2.214
H -0.871 0.143 2.976
H 0.664 -2.610 0.699
H -0.130 -2.261 -0.815
H -1.204 -2.661 0.571
H -1.114 1.362 -0.423
H -1.808 0.208 -1.965
H 0.024 3.185 -0.140
H 3.000 0.738 -0.676
I 2.867 -3.037 0.408
```

Its energy is -47380.4986 eV. The calculation puts the gap between HOMO and LUMO at 5.4 eV.

These are the natural (NBO) partial charges, in e, on atoms 1 to 2: -0.982, 1.021



[3]
Density functional theory data (ωB97M-V with the def2-TZVPD basis set) for a 2-piece molecular cluster, C2H10N overall.

Geometry as XYZ:
```
13
Properties=species:S:1:pos:R:3
N -2.542 1.232 -1.359
H -2.147 1.908 -1.948
H -3.459 0.863 -1.724
H -1.801 0.563 -1.126
H -3.005 1.528 -0.528
C 1.489 -1.467 0.993
C 1.824 -0.031 0.761
H 0.420 -1.677 0.891
H 1.662 -1.941 2.006
H 1.837 -2.124 0.149
H 1.169 0.627 1.336
H 2.851 0.310 0.867
H 1.701 0.208 -0.317
```

Its energy above the lowest of the compared OMol25 structures with the same formula, charge and spin is 0.990 eV. Its energy is -3718.4256 eV. As for the charge: +1. The calculation puts the gap between HOMO and LUMO at 9.4 eV.

These are the natural (NBO) partial charges, in e, on atoms 1 to 2: -0.860, 0.459



[4]
Density functional theory data (ωB97M-V with the def2-TZVPD basis set) for a 2-piece molecular cluster, C2H10N2 overall.

Geometry as XYZ:
```
14
Properties=species:S:1:pos:R:3
C 2.222 0.003 -1.347
N 1.697 0.329 0.110
H 2.634 0.691 -2.114
H 2.954 -0.862 -1.266
H 1.296 -0.394 -1.794
H 1.218 1.304 0.294
H 2.414 0.036 0.720
C -2.510 0.142 0.842
N -1.371 -0.654 0.342
H -2.601 0.296 1.966
H -2.543 1.298 0.479
H -3.518 -0.303 0.569
H -1.511 -1.530 0.759
H -0.379 -0.356 0.440
```

Its energy above the lowest of the compared OMol25 structures with the same formula, charge and spin is 1.751 eV. Its energy is -5214.6013 eV. The calculation puts the gap between HOMO and LUMO at 9.7 eV.

These are the natural (NBO) partial charges, in e, on atoms 1 to 2: -0.437, -0.892



[5]
Density functional theory data (ωB97M-V with the def2-TZVPD basis set) for a 2-piece molecular cluster, C2H10N2 overall.

Geometry as XYZ:
```
14
Properties=species:S:1:pos:R:3
N 0.362 -1.836 -5.577
H -0.430 -1.527 -6.110
H 0.068 -2.195 -4.696
H 1.075 -1.145 -5.663
C 0.105 1.053 3.310
C 0.159 0.195 2.048
N -0.545 0.930 0.911
H 0.579 2.018 3.132
H 0.881 0.653 3.974
H -0.931 1.029 3.639
H -0.347 -0.762 2.119
H 1.214 0.171 1.770
H -1.549 1.109 1.051
H -0.641 0.307 0.093
```

Its energy above the lowest of the compared OMol25 structures with the same formula, charge and spin is 1.203 eV. Its energy is -5206.1919 eV. As for the charge: +1. The calculation puts the gap between HOMO and LUMO (alpha / beta) at 7.7 / 2.1 eV. As for the spin multiplicity: 2.

These are the natural (NBO) partial charges, in e, on atoms 1 to 2: -1.092, 0.361



[6]
Density functional theory data (ωB97M-V with the def2-TZVPD basis set) for C2H10N2O2 as an isolated structure.

Geometry as XYZ:
```
16
Properties=species:S:1:pos:R:3
C -0.147 0.415 -1.646
O -1.866 -0.707 -0.808
O -2.879 -0.285 -1.726
H -3.021 -1.081 -2.257
H -1.026 0.901 -2.051
H 0.726 1.064 -1.603
H 0.097 -0.542 -2.087
C 1.451 -0.083 2.186
N 1.325 0.412 0.817
N 0.019 0.255 0.288
H 1.958 -0.085 0.199
H -0.506 -0.668 0.441
H -0.612 0.983 0.601
H 1.151 -1.135 2.302
H 0.840 0.531 2.850
H 2.491 0.024 2.496
```

Its energy above the lowest of the compared OMol25 structures with the same formula, charge and spin is 7.554 eV. Its energy is -9304.0159 eV. The calculation puts the gap between HOMO and LUMO (alpha / beta) at 7.7 / 7.7 eV.

These are the natural (NBO) partial charges, in e, on atoms 1 to 2: -0.252, -0.675



[7]
Density functional theory data (ωB97M-V with the def2-TZVPD basis set) for a 3-piece molecular cluster, C2H10N2O2 overall.

Geometry as XYZ:
```
16
Properties=species:S:1:pos:R:3
C -2.014 0.631 0.953
N -0.311 -0.601 -1.041
C -0.574 -1.126 0.163
N -1.513 -0.723 0.979
H -2.733 0.777 1.750
H -2.544 0.757 -0.002
H -1.218 1.373 1.001
H 0.113 -1.259 -1.688
H -1.031 -0.022 -1.461
H 0.046 -1.980 0.430
H 1.711 1.867 -1.595
H 0.838 1.006 -0.595
O 1.722 1.335 -0.791
H 2.789 -0.714 1.365
H 2.465 -0.338 -0.080
O 2.253 -0.983 0.612
```

Its energy above the lowest of the compared OMol25 structures with the same formula, charge and spin is 0.308 eV. Its energy is -9302.4349 eV. As for the charge: +1. The calculation puts the gap between HOMO and LUMO (alpha / beta) at 10.9 / 7.0 eV. As for the spin multiplicity: 2.

These are the natural (NBO) partial charges, in e, on atoms 1 to 2: -0.499, -0.698



[8]
Density functional theory data (ωB97M-V with the def2-TZVPD basis set) for a 2-piece molecular cluster, C2H10N2O2P overall.

Geometry as XYZ:
```
17
Properties=species:S:1:pos:R:3
C -2.246 -0.472 0.175
C 2.216 0.657 0.189
N -0.797 -0.235 0.227
N 1.330 0.849 1.336
O -1.018 0.733 2.692
O 0.028 -0.905 -2.246
P -0.195 0.409 1.532
H -2.372 -1.427 -0.350
H -2.490 -0.456 1.163
H -2.777 0.351 -0.334
H 2.521 1.482 -0.486
H 2.975 0.072 0.521
H 1.661 0.005 -0.532
H -0.267 -0.316 -0.819
H 1.635 1.462 2.105
H -0.262 -1.810 -2.110
H 0.059 -0.398 -3.064
```

Its energy above the lowest of the compared OMol25 structures with the same formula, charge and spin is 2.434 eV. Its energy is -18593.3999 eV. As for the charge: +1. The calculation puts the gap between HOMO and LUMO at 11.1 eV.

These are the natural (NBO) partial charges, in e, on atoms 1 to 2: -0.394, -0.409



[9]
Density functional theory data (ωB97M-V with the def2-TZVPD basis set) for a 3-piece molecular cluster, C2H10N2O3 overall.

Geometry as XYZ:
```
17
Properties=species:S:1:pos:R:3
N 1.304 -0.779 1.474
C -0.004 -0.236 1.359
C -0.175 0.700 0.108
N -1.319 0.561 -0.627
O 0.762 1.297 -0.399
H 1.683 -0.967 0.551
H 1.967 -0.106 1.841
H -0.748 -1.017 1.233
H -0.313 0.425 2.182
H -2.149 0.055 -0.305
H -1.338 0.775 -1.607
O -3.041 -1.481 0.534
H -3.655 -1.685 1.257
H -3.543 -1.533 -0.278
O 2.737 0.244 -2.056
H 1.937 0.760 -1.858
H 3.330 0.946 -2.349
```

Its energy above the lowest of the compared OMol25 structures with the same formula, charge and spin is 0.866 eV. Its energy is -11359.1673 eV. The calculation puts the gap between HOMO and LUMO at 9.5 eV.

These are the natural (NBO) partial charges, in e, on atoms 1 to 2: -0.812, -0.308



[10]
Density functional theory data (ωB97M-V with the def2-TZVPD basis set) for a 3-piece molecular cluster, C2H10N2O3 overall.

Geometry as XYZ:
```
17
Properties=species:S:1:pos:R:3
O 3.240 -0.475 -0.044
C 2.444 0.200 0.627
N 1.157 0.000 0.425
C 0.722 -0.612 -0.830
N -0.199 0.319 -1.445
H 2.805 0.826 1.453
H 0.373 0.195 1.069
H 1.544 -0.869 -1.509
H 0.155 -1.509 -0.594
H -0.521 0.081 -2.381
H 0.271 1.218 -1.612
H -1.670 0.273 1.864
H -1.459 -1.222 1.608
O -1.297 -0.527 2.255
H -3.264 0.618 -0.584
H -1.736 0.536 -0.296
O -2.565 0.947 -0.005
```

Its energy above the lowest of the compared OMol25 structures with the same formula, charge and spin is 1.180 eV. Its energy is -11349.2767 eV. As for the charge: +1. The calculation puts the gap between HOMO and LUMO (alpha / beta) at 10.1 / 5.3 eV. As for the spin multiplicity: 2.

These are the natural (NBO) partial charges, in e, on atoms 1 to 2: -0.118, 0.475



[11]
Density functional theory data (ωB97M-V with the def2-TZVPD basis set) for an isolated ion of composition C2H10N3 and charge +1.

Geometry as XYZ:
```
15
Properties=species:S:1:pos:R:3
N -1.696 0.704 -0.565
C -0.737 -0.072 -1.278
N 0.339 -0.640 -0.318
C 0.646 0.289 0.826
N 1.785 -0.140 1.543
H -2.497 0.155 -0.319
H -2.033 1.483 -1.118
H -0.221 0.549 -2.006
H -1.147 -0.937 -1.800
H -0.027 -1.542 -0.052
H 1.221 -0.752 -0.818
H -0.267 0.336 1.427
H 0.730 1.272 0.360
H 1.932 0.405 2.388
H 1.968 -1.111 1.730
```

Its energy above the lowest of the compared OMol25 structures with the same formula, charge and spin is 1.407 eV. Its energy is -6699.6315 eV. As for the charge: +1. The calculation puts the gap between HOMO and LUMO at 10.4 eV.

These are the natural (NBO) partial charges, in e, on atoms 1 to 2: -0.832, -0.051



[12]
Density functional theory data (ωB97M-V with the def2-TZVPD basis set) for a 2-piece molecular cluster, C2H10N3O overall.

Geometry as XYZ:
```
16
Properties=species:S:1:pos:R:3
C 0.497 0.406 -1.805
N 0.204 -0.069 -0.483
C -0.584 0.614 0.440
N -0.274 0.619 1.690
N -1.828 1.164 0.008
H 1.428 1.036 -1.852
H -0.302 0.991 -2.133
H 0.680 -0.379 -2.546
H 0.977 -0.654 -0.060
H -0.511 1.477 2.272
H 0.697 0.267 1.783
H -2.411 1.682 0.678
H -2.025 0.990 -1.083
H 1.932 -2.823 0.901
H 0.386 -3.042 1.104
O 1.134 -2.279 1.087
```

Its energy above the lowest of the compared OMol25 structures with the same formula, charge and spin is 1.651 eV. Its energy is -8747.4907 eV. As for the charge: +1. The calculation puts the gap between HOMO and LUMO at 11.2 eV.

These are the natural (NBO) partial charges, in e, on atoms 1 to 2: -0.412, -0.600



Q: Among the records above, which one has the lowest energy?
A: C2H10INO3P2S